# 1
A structure of composition C41H35AuN3OS6. Source: the Open Molecules 2025 dataset; level of theory: wB97M-V/def2-TZVPD.

Geometry as XYZ:
```
87
Properties=species:S:1:pos:R:3:forces:R:3:lowdin_charge:R:1
Au -0.27584 0.35263 -0.09380 -0.0853 0.3739 -0.0174 0.611
C -1.63468 -2.91951 -0.77290 -0.0032 -0.0247 -0.0335 -0.023
C -0.25310 -3.16367 -0.23928 -0.0193 -0.0463 -0.0062 -0.315
C 0.28337 -4.47127 -0.16314 0.0208 0.0345 0.0160 -0.014
C 1.53715 -4.64266 0.33955 0.0133 0.0031 0.0028 0.005
C 2.29465 -3.52322 0.75654 0.0429 -0.0403 0.0436 -0.160
C 3.60247 -3.63894 1.28465 -0.0576 -0.0100 -0.0268 -0.033
C 4.27948 -2.51600 1.65885 -0.0216 0.0269 -0.0115 -0.066
C 3.69798 -1.24185 1.49938 0.0204 -0.0115 0.0220 -0.125
C 2.43954 -1.09057 0.97499 -0.0723 0.0512 0.0357 -0.600
S 1.89839 0.56485 0.66655 0.2650 -0.2004 0.0933 0.634
C 1.69552 -2.25436 0.61730 -0.0989 0.1111 0.0322 -0.252
N 0.43089 -2.11594 0.14398 0.0011 -0.1039 -0.0008 0.101
H -2.12689 -3.84999 -1.05021 -0.0087 -0.0052 -0.0001 0.081
H -1.57936 -2.27401 -1.65255 0.0098 0.0094 0.0068 0.073
H -2.24349 -2.41610 -0.01808 0.0020 0.0025 0.0189 0.061
H -0.30595 -5.31299 -0.50008 -0.0089 -0.0069 -0.0103 0.115
H 1.97275 -5.63124 0.41927 0.0133 -0.0155 0.0005 0.123
H 4.04691 -4.62073 1.38435 0.0063 -0.0155 0.0004 0.116
H 5.27740 -2.58864 2.06881 0.0186 -0.0050 0.0062 0.110
H 4.27224 -0.36429 1.76884 -0.0021 0.0182 0.0033 0.108
S -0.91049 0.47079 2.10392 0.0043 0.1346 0.1029 0.796
C -2.58744 0.58720 1.98669 -0.1570 -0.0842 -0.2575 -0.585
N -3.37167 0.20152 2.97234 0.0776 0.1376 0.0491 -0.080
C -4.82290 0.38501 2.86471 0.0383 0.0472 0.0384 -0.082
C -5.07227 1.70735 2.18816 0.0303 0.0083 -0.0104 -0.077
N -4.42814 1.67312 0.87231 0.0363 -0.0616 -0.0993 -0.083
C -5.22281 2.18782 -0.25808 0.0720 0.0431 -0.0030 -0.094
C -6.40580 1.29199 -0.52462 -0.0168 0.0376 -0.0117 -0.226
C -6.21020 -0.03030 -0.91811 -0.0004 -0.0010 -0.0022 -0.037
C -7.29891 -0.85655 -1.13953 -0.0186 -0.0033 -0.0017 -0.064
C -8.59003 -0.36832 -0.97572 0.0094 -0.0159 0.0006 -0.069
C -8.78933 0.94669 -0.59048 0.0128 0.0290 0.0093 -0.064
C -7.69742 1.77504 -0.36196 -0.0061 -0.0266 -0.0076 -0.042
C -3.25229 1.09579 0.72356 0.0031 -0.0896 0.2831 -0.612
S -2.50927 0.85092 -0.75975 -0.0329 -0.0976 -0.0535 0.807
C -2.81121 -0.52476 4.13083 0.0759 -0.0401 -0.0651 -0.100
C -2.40433 -1.92380 3.72951 0.0451 -0.0198 0.0869 -0.237
C -3.32508 -2.79911 3.16147 0.0007 0.0154 -0.0034 -0.039
C -2.92644 -4.06000 2.74828 0.0139 -0.0083 -0.0113 -0.068
C -1.60456 -4.45603 2.90421 -0.0196 -0.0132 -0.0009 -0.074
C -0.68581 -3.59271 3.47914 0.0036 0.0271 0.0253 -0.058
C -1.08511 -2.32873 3.88961 -0.0046 -0.0610 -0.0444 -0.058
H -5.24464 0.36028 3.86735 0.0045 0.0569 -0.0226 0.141
H -5.25465 -0.43100 2.27861 -0.0416 0.0020 0.0252 0.138
H -4.66451 2.53533 2.77365 -0.0345 0.0015 0.0159 0.151
H -6.13690 1.87080 2.03354 0.0073 -0.0477 0.0026 0.137
H -4.56452 2.27110 -1.12090 -0.0253 -0.0026 0.0116 0.097
H -5.55120 3.19183 0.01599 -0.0094 -0.0132 -0.0056 0.140
H -5.20622 -0.40955 -1.07073 0.0241 -0.0034 0.0002 0.097
H -7.14340 -1.87923 -1.45502 0.0043 -0.0166 -0.0047 0.110
H -9.43863 -1.01322 -1.15659 -0.0151 -0.0152 -0.0041 0.110
H -9.79225 1.33231 -0.46926 -0.0112 0.0046 0.0023 0.111
H -7.85463 2.80597 -0.06714 -0.0032 0.0181 0.0045 0.117
H -3.56356 -0.50108 4.91823 -0.0327 -0.0878 -0.0587 0.136
H -1.94138 0.02624 4.48934 -0.0527 0.0177 0.0645 0.110
H -4.36251 -2.50778 3.04358 -0.0247 0.0128 0.0153 0.108
H -3.64764 -4.73671 2.31074 -0.0181 -0.0141 -0.0030 0.110
H -1.29428 -5.44054 2.58203 0.0116 -0.0130 -0.0116 0.110
H 0.34539 -3.89558 3.59930 0.0315 -0.0030 -0.0061 0.113
H -0.36023 -1.64639 4.31576 0.0080 0.0018 0.0270 0.113
O 0.02841 0.10990 -2.03478 -0.0956 0.0612 -0.0111 -0.459
C 1.03711 0.56103 -2.91798 0.0817 -0.1039 0.0687 -0.583
C 2.04500 -0.55695 -3.12579 0.0367 0.0017 -0.0906 -0.429
C 1.95220 -1.55071 -4.05824 -0.0192 0.0318 0.0435 -0.104
C 2.95973 -2.54004 -3.92503 0.0274 -0.0036 0.0450 -0.170
C 3.80480 -2.27513 -2.89131 0.0057 -0.0353 -0.0429 -0.391
S 3.38606 -0.83256 -2.08370 -0.0115 0.0010 -0.0121 1.069
C 1.68256 1.86430 -2.50749 0.0093 0.0431 -0.0605 -0.519
C 2.93534 2.31680 -2.78994 -0.0097 -0.0587 0.0581 -0.137
C 3.14855 3.66215 -2.37818 -0.0511 0.0175 0.0202 -0.163
C 2.04357 4.21113 -1.81109 0.0153 -0.0319 -0.0098 -0.398
S 0.73474 3.10666 -1.78192 -0.0300 -0.0197 0.0144 1.008
C 0.28526 0.80416 -4.21639 0.0531 0.0920 -0.1476 -0.487
C 0.72518 1.42746 -5.34174 -0.0224 -0.0125 -0.0140 -0.104
C -0.24426 1.43165 -6.38119 -0.0562 -0.0460 0.0433 -0.170
C -1.39833 0.81210 -6.01266 0.0263 0.0097 -0.0195 -0.409
S -1.31780 0.22109 -4.40695 -0.0005 0.0175 -0.0489 1.041
H 1.18450 -1.57106 -4.81715 -0.0227 0.0055 -0.0264 0.114
H 3.05626 -3.39693 -4.57406 0.0055 -0.0272 -0.0157 0.102
H 4.66443 -2.84145 -2.57292 0.0322 -0.0151 0.0031 0.068
H 3.68628 1.70873 -3.27069 0.0134 0.0012 -0.0223 0.104
H 4.08360 4.18809 -2.49549 0.0237 0.0158 -0.0022 0.106
H 1.92873 5.19908 -1.39872 -0.0069 0.0382 0.0140 0.066
H 1.70720 1.86970 -5.42645 0.0225 0.0071 0.0153 0.123
H -0.08642 1.88031 -7.34995 -0.0124 0.0100 -0.0342 0.104
H -2.29228 0.67886 -6.59813 -0.0400 -0.0014 -0.0191 0.062
```
Forces are in eV/Å.

Output
F_max: 0.384 eV Å⁻¹
Energy above the lowest of the compared OMol25 structures with the same formula, charge and spin: 25.5 kJ/mol
Net charge: +1

=====

# 2
A structure of composition C41H35BN9O6RuS in a non-equilibrium geometry. Source: the Open Molecules 2025 dataset; level of theory: wB97M-V/def2-TZVPD.

Geometry as XYZ:
```
94
Properties=species:S:1:pos:R:3:forces:R:3:lowdin_charge:R:1
Ru -0.71392 1.09754 1.80590 -1.1842 2.4763 2.6989 1.285
C -0.75684 -1.84523 5.10396 -0.0378 0.0062 0.0666 -0.017
C -2.11122 -2.05896 5.26512 0.0232 -0.0827 0.0552 -0.039
C -2.98911 -1.43017 4.40675 -0.2970 0.0830 -0.1061 0.012
C -2.50921 -0.59643 3.40522 0.2839 -0.0922 0.2642 -0.193
N -1.17458 -0.44648 3.21206 0.2446 -0.4278 -0.0681 0.016
C -0.33515 -1.04049 4.06213 0.0178 -0.0816 -0.2005 -0.070
C -3.39079 0.20343 2.57075 -0.0428 0.0534 -0.1619 -0.134
C -4.73416 0.38319 2.71073 0.0967 -0.0490 0.1472 0.010
C -5.41447 1.31460 1.91462 -0.2994 -0.0526 -0.2023 -0.029
C -4.70122 2.16976 1.06278 -0.0924 0.0935 0.1866 0.007
C -3.35553 2.01914 0.92895 0.0938 -0.2477 -0.1482 -0.142
N -2.75544 0.84879 1.47194 0.2200 -0.2991 -0.1518 0.007
C -2.42557 2.98363 0.37352 0.1381 0.3365 0.1321 -0.195
C -2.78752 3.96052 -0.55276 -0.3037 -0.0808 -0.0477 -0.004
C -1.87917 4.93309 -0.91244 0.0697 -0.0224 -0.0571 -0.053
C -0.62546 4.93526 -0.31792 -0.0917 0.1015 0.0757 -0.038
C -0.31530 3.91375 0.55838 0.1634 0.0215 0.0326 -0.107
N -1.16805 2.93939 0.86862 0.3258 -0.1753 -0.6008 0.013
H -0.02818 -2.27849 5.77396 0.0229 0.0110 -0.0491 0.118
H -2.47571 -2.69928 6.05762 -0.0528 0.0256 -0.0173 0.114
H -4.05664 -1.56302 4.51110 0.0289 -0.0260 0.0611 0.112
H 0.71676 -0.85588 3.92193 0.0340 0.0054 -0.0093 0.077
H -5.25910 -0.15882 3.48442 -0.0405 0.1086 0.0216 0.116
H -6.48060 1.44583 2.03505 0.0312 -0.0046 0.0025 0.106
H -5.19133 3.01578 0.59930 -0.0096 0.0120 0.0834 0.120
H -3.77546 3.92341 -0.99347 0.0334 0.0564 0.0135 0.118
H -2.13160 5.67778 -1.65626 -0.0730 0.0144 0.0518 0.113
H 0.09910 5.70746 -0.53381 0.0340 -0.0495 0.0078 0.111
H 0.66086 3.85466 1.01998 0.0193 -0.1274 -0.0293 0.111
C 3.52146 -3.44714 -1.08215 -0.0405 0.0713 0.0726 -0.033
C 3.23138 -2.35216 -0.08942 0.0251 -0.0179 -0.1048 -0.257
C 4.26354 -1.67549 0.55608 -0.0390 -0.0114 0.0313 -0.026
C 3.99385 -0.69923 1.50214 0.0005 -0.0367 -0.0141 -0.052
C 2.67719 -0.38944 1.81158 -0.1952 0.0837 0.0059 -0.293
C 1.63497 -1.04301 1.16993 0.3321 -0.0898 0.0779 -0.080
C 1.91687 -2.01299 0.22128 -0.0004 -0.0337 -0.0326 -0.023
S 2.47717 0.86305 3.06778 -0.6940 0.3354 -0.0175 0.575
O 3.53591 1.82972 2.85785 0.2087 -0.1256 0.1227 -0.323
O 2.50557 0.16505 4.33787 0.1879 0.0047 0.0180 -0.315
N 1.05398 1.57736 2.79296 0.9043 -0.3450 -0.5765 -0.325
C 0.80815 2.63685 3.77963 -0.9481 -0.0366 0.2418 -0.189
C -0.56055 2.37658 4.44793 1.3120 0.2415 0.1838 -0.617
O -0.64643 2.42397 5.66236 -0.7951 -0.0695 -0.6117 0.061
O -1.51600 2.17489 3.57401 -0.0121 -1.2088 -1.0241 -0.103
H 4.53059 -3.35718 -1.48546 -0.0224 -0.0180 -0.0023 0.083
H 2.81128 -3.42985 -1.91055 0.1166 0.0165 0.1363 0.043
H 3.43641 -4.42312 -0.59662 0.0354 0.0044 -0.0301 0.089
H 5.29189 -1.91641 0.30950 -0.0248 0.0151 0.0256 0.115
H 4.79113 -0.15577 1.99333 0.0079 -0.0300 -0.0349 0.119
H 0.60851 -0.79037 1.39219 -0.1259 -0.1573 0.0317 0.051
H 1.10507 -2.52180 -0.29074 -0.0135 0.0438 0.0481 0.113
H 0.68622 3.62458 3.31088 0.3677 -0.0847 -0.1005 0.105
H 1.56152 2.69156 4.55965 0.1196 0.0109 -0.0588 0.112
O -2.05192 -1.50487 0.74874 0.0057 -0.1070 0.0463 0.166
B -2.11869 -0.10897 0.50133 0.0082 -0.1556 -0.0474 -0.723
O -2.30768 0.10614 -0.88189 -0.0306 0.1191 -0.0795 0.144
C -2.38687 -1.13869 -1.45003 -0.0508 0.0020 0.0498 -0.190
C -2.66236 -1.46346 -2.75737 0.0114 0.0431 -0.0301 0.000
C -2.79455 -2.82324 -3.05404 0.0435 0.0106 -0.0017 -0.098
C -2.63267 -3.79212 -2.07303 0.0266 -0.0115 -0.0482 -0.096
C -2.34043 -3.44824 -0.75033 0.0309 -0.0349 0.0553 0.013
C -2.23425 -2.10751 -0.46569 -0.0775 0.0919 -0.0055 -0.188
H -2.80604 -0.69793 -3.50981 -0.0057 -0.0281 0.0288 0.120
H -3.04463 -3.12252 -4.06387 0.0445 0.0078 0.0152 0.104
H -2.75301 -4.83544 -2.33628 0.0236 0.0195 0.0283 0.103
H -2.23064 -4.19486 0.02538 -0.0090 0.0200 -0.0206 0.123
C -0.42983 1.67267 -2.54243 0.1339 0.1054 0.0046 0.004
C 0.82911 1.57785 -1.74936 0.0938 -0.1081 0.1278 -0.332
N 0.95234 1.59345 -0.43521 0.0128 -0.1463 -0.2808 0.108
C 2.30600 1.74803 -0.18339 -0.1106 0.0128 -0.0176 -0.123
C 2.99875 1.75591 -1.34469 0.0613 0.0122 -0.0151 -0.019
N 2.05442 1.64343 -2.34394 -0.0312 0.1051 -0.0272 -0.019
C 2.33561 1.51189 -3.74816 0.0468 -0.1008 0.1490 -0.067
N 2.93360 0.23468 -4.05502 -0.0552 0.0087 -0.0713 -0.053
N 4.13880 0.18842 -4.67517 -0.1502 -0.0610 0.0242 0.055
N 4.40238 -1.01466 -5.00049 0.0877 -0.1049 -0.0430 0.071
C 3.35079 -1.82036 -4.60716 -0.0802 0.1519 0.0510 -0.229
C 3.13621 -3.19096 -4.77000 0.0340 -0.1146 0.0231 -0.015
C 1.95596 -3.70672 -4.28529 0.0049 -0.0242 -0.1568 -0.095
C 1.00597 -2.89149 -3.63730 -0.0652 0.1009 -0.0222 -0.083
C 1.20731 -1.54068 -3.45953 -0.0180 -0.0387 0.0179 0.002
C 2.39453 -1.01782 -3.98471 0.0750 0.0221 0.0004 -0.155
H -1.27371 1.63379 -1.87211 -0.0866 0.0003 0.0315 0.056
H -0.53303 0.87130 -3.27605 -0.0529 0.0073 0.0084 0.068
H -0.45899 2.62744 -3.07537 0.0324 -0.0292 -0.0241 0.095
H 2.69407 1.89129 0.80897 -0.0174 0.0107 -0.0854 0.068
H 4.05442 1.81847 -1.55316 -0.0619 0.0113 -0.0132 0.128
H 3.04240 2.27037 -4.07354 0.0659 0.0030 -0.0325 0.139
H 1.40431 1.62683 -4.29736 -0.0261 0.0188 -0.0452 0.133
H 3.87730 -3.81466 -5.25231 -0.0162 0.0233 -0.0027 0.116
H 1.74793 -4.76358 -4.39124 0.0178 0.0110 -0.0069 0.107
H 0.09072 -3.33561 -3.26320 0.0376 0.0008 0.0297 0.096
H 0.49129 -0.94093 -2.91602 -0.0161 -0.0033 -0.0537 0.088
```
Forces are in eV/Å.

Output
F_max: 3.849 eV Å⁻¹
2S+1: 2
Energy above the lowest of the compared OMol25 structures with the same formula, charge and spin: 0.0 kJ/mol
Expectation value of S²: 0.8071

=====

> Among the records above, which one has the highest energy above the lowest of the compared OMol25 structures with the same formula, charge and spin?

C41H35AuN3OS6